The following is a DFT calculation (ωB97M-V with the def2-TZVPD basis set) of an isolated molecule of C3H4O2.

The geometry in ORCA input format:
```
! wB97M-V def2-TZVPD RIJCOSX def2/J DEFGRID3
* xyz 0 1
O -2.291 0.563 0.322
O -0.435 -1.444 -0.024
C 1.250 0.139 0.301
C -1.262 0.704 -0.277
C -0.068 -0.153 0.035
H 2.047 -0.619 0.498
H 1.507 1.254 0.125
H 0.375 -1.969 -0.037
H -1.123 1.524 -0.941
*
```

## Properties
strongest force on any atom	0.0638	Eh/bohr
molecular weight	72.06	g mol⁻¹
relative energy (zero: lowest compared OMol25 entry of this formula, charge and spin)	40.6	kcal per mole
SMILES string	C=C(O)C=O
energy	-267.128076	hartree
E_HOMO	-9.37	eV